Entry 1:
The following is a DFT calculation (the ωB97M-V functional and the def2-TZVPD basis) of a 2-piece molecular cluster, C2H5NOS overall in a non-equilibrium geometry.

Geometry (Å):
1 C -1.520 0.394 -1.375
2 C 0.494 -0.752 1.172
3 N -0.436 0.998 -1.383
4 O -0.230 -3.077 0.295
5 S -0.859 -1.838 0.891
6 H -2.512 0.483 -1.554
7 H 0.871 -0.586 0.126
8 H 1.238 -1.238 1.962
9 H 0.031 0.156 1.688
10 H 0.136 1.673 -1.812

## Properties
Energy relative to the best compared isomer or geometry (same formula, charge and spin): 5.231 eV
Highest occupied orbital energy (alpha / beta): -8.2710 / -7.4693 eV
LUMO energy (alpha / beta): 0.622 / -0.369 eV

Entry 2:
The following is a DFT calculation (the ωB97M-V functional and the def2-TZVPD basis) of a 2-piece molecular cluster, C2H5NOS overall in a non-equilibrium geometry.

Geometry (Å):
1 C -0.190 -0.970 -0.870
2 C 0.424 0.212 -0.074
3 N -0.513 1.021 0.549
4 O -0.176 2.014 1.489
5 S -1.109 0.843 2.081
6 H -0.664 -1.654 -0.217
7 H 0.575 -1.389 -1.399
8 H -0.954 -0.491 -1.511
9 H 0.957 0.763 -0.820
10 H 1.649 -0.350 0.774

## Properties
Energy relative to the best compared isomer or geometry (same formula, charge and spin): 6.363 eV
Highest occupied orbital energy: -8.9438 eV
LUMO energy: -0.094 eV

Q: Which value of energy relative to the best compared isomer or geometry (same formula, charge and spin) does entry 2 give?
A: 6.363 eV

Q: energy relative to the best compared isomer or geometry (same formula, charge and spin) of number 1 (C2H5NOS)?
A: 5.231 eV

Q: Which formula does entry 2 have?
A: C2H5NOS